No. 1
{"formula": "C15H32I2NO10", "method": "wB97M-V/def2-TZVPD", "symbols": ["C", "C", "O", "C", "N", "C", "I", "C", "C", "I", "H", "H", "H", "H", "H", "H", "H", "H", "H", "H", "H", "H", "H", "H", "C", "O", "C", "O", "O", "C", "H", "H", "H", "H", "H", "H", "C", "O", "C", "O", "O", "C", "H", "H", "H", "H", "H", "H", "C", "O", "C", "O", "O", "C", "H", "H", "H", "H", "H", "H"], "xyz": [[0.496, -0.383, -4.115], [0.848, -0.224, -2.647], [1.588, -1.341, -2.180], [-0.342, -0.122, -1.692], [-1.031, 1.216, -1.676], [-1.873, 1.607, -2.857], [-2.567, 3.570, -2.415], [-3.012, 0.610, -3.143], [-3.591, -0.076, -1.904], [-4.621, 1.625, -4.149], [-0.374, -1.030, -4.235], [0.328, 0.563, -4.624], [1.337, -0.860, -4.613], [1.507, 0.631, -2.486], [1.074, -2.133, -2.347], [0.049, -0.262, -0.684], [-1.060, -0.916, -1.869], [-0.297, 1.924, -1.596], [-1.600, 1.328, -0.834], [-1.239, 1.717, -3.726], [-2.683, -0.097, -3.899], [-3.487, 0.521, -0.999], [-4.641, -0.303, -2.045], [-3.094, -1.029, -1.726], [6.897, -4.709, 0.934], [6.239, -4.773, -0.338], [5.738, -3.620, -0.758], [5.784, -2.567, -0.173], [5.163, -3.818, -1.946], [4.601, -2.635, -2.515], [7.247, -5.717, 1.133], [7.739, -4.022, 0.894], [6.202, -4.395, 1.709], [5.374, -1.890, -2.693], [3.835, -2.223, -1.864], [4.160, -2.936, -3.461], [2.857, 0.105, 1.678], [1.469, -0.203, 1.892], [1.162, -0.485, 3.164], [1.930, -0.491, 4.084], [-0.143, -0.751, 3.218], [-0.620, -1.077, 4.534], [2.958, 0.300, 0.614], [3.146, 0.984, 2.249], [3.485, -0.738, 1.954], [-0.455, -0.245, 5.214], [-0.119, -1.965, 4.911], [-1.683, -1.265, 4.422], [-4.090, 3.300, 5.061], [-4.351, 4.173, 3.954], [-4.537, 3.562, 2.797], [-4.492, 2.373, 2.599], [-4.773, 4.487, 1.863], [-5.040, 3.941, 0.574], [-3.964, 3.949, 5.921], [-4.928, 2.626, 5.221], [-3.182, 2.726, 4.888], [-5.942, 3.331, 0.588], [-4.198, 3.344, 0.233], [-5.186, 4.787, -0.093]], "orbital_gap_ev": 8.523, "homo_energy_ev": -12.27, "max_force_ev_per_a": 1.074, "molar_mass_g_mol": 640.2, "charge": 1, "spin_multiplicity": 1}



No. 2
{"formula": "C15H32InN7O6P", "method": "wB97M-V/def2-TZVPD", "symbols": ["O", "H", "In", "N", "N", "N", "N", "O", "O", "O", "O", "C", "C", "C", "C", "C", "H", "H", "H", "C", "H", "H", "H", "C", "C", "H", "H", "H", "H", "H", "H", "H", "H", "C", "H", "H", "H", "O", "H", "H", "C", "N", "C", "N", "C", "N", "C", "P", "C", "C", "H", "H", "H", "H", "H", "H", "H", "H", "H", "H", "H", "H"], "xyz": [[-0.027, -2.654, -0.860], [-0.900, -3.084, -0.554], [-0.568, -0.479, -0.851], [-0.643, 0.107, 1.423], [-2.086, -1.714, 0.368], [1.105, 1.034, -0.794], [0.888, -0.844, -2.505], [0.206, 0.861, 2.072], [1.215, 2.053, 0.095], [0.958, -1.985, -3.298], [-2.352, -2.939, 0.047], [-2.576, -1.225, 1.518], [-1.798, -0.171, 2.074], [1.916, 1.132, -1.851], [1.789, 0.074, -2.811], [-2.132, 0.558, 3.323], [-2.327, 1.620, 3.111], [-1.300, 0.501, 4.037], [-3.026, 0.136, 3.789], [-3.756, -1.859, 2.162], [-3.711, -2.945, 2.037], [-4.689, -1.497, 1.710], [-3.785, -1.622, 3.228], [2.867, 2.263, -1.989], [2.667, -0.064, -4.001], [3.162, 2.638, -1.007], [2.412, 3.093, -2.550], [3.757, 1.944, -2.541], [2.302, -0.860, -4.654], [3.693, -0.305, -3.691], [2.712, 0.880, -4.558], [0.815, 1.636, 0.964], [0.530, -2.688, -2.763], [0.933, -2.606, 0.252], [0.421, -2.736, 1.214], [1.527, -1.682, 0.262], [1.613, -3.448, 0.089], [2.562, -0.587, 3.049], [3.347, -0.047, 2.866], [1.807, -0.006, 2.800], [-4.145, 2.690, -3.570], [-4.681, 2.081, -2.330], [-4.653, 3.082, -1.240], [-3.302, 3.646, -1.017], [-2.798, 4.227, -2.282], [-2.784, 3.247, -3.391], [-1.786, 2.198, -3.183], [-2.189, 1.248, -1.649], [-3.965, 0.857, -1.968], [-2.378, 2.663, -0.456], [-4.814, 3.515, -3.862], [-4.110, 1.921, -4.354], [-4.998, 2.606, -0.312], [-5.319, 3.913, -1.523], [-1.777, 4.598, -2.121], [-3.472, 5.052, -2.565], [-1.778, 1.504, -4.036], [-0.781, 2.635, -3.084], [-4.401, 0.406, -1.066], [-4.023, 0.124, -2.785], [-1.391, 3.118, -0.278], [-2.755, 2.281, 0.506]], "orbital_gap_ev": [5.494, 5.489], "homo_energy_ev": [-9.88, -9.88], "max_force_ev_per_a": 3.624, "molar_mass_g_mol": 552.3, "charge": 1, "spin_multiplicity": 1, "relative_energy_ev": 0.000}



No. 3
{"formula": "C15H32NO18S3", "method": "wB97M-V/def2-TZVPD", "symbols": ["N", "O", "O", "O", "O", "S", "O", "O", "C", "C", "C", "H", "H", "H", "H", "H", "H", "H", "H", "O", "S", "O", "O", "C", "C", "C", "H", "H", "H", "H", "H", "H", "H", "H", "O", "S", "O", "O", "C", "C", "C", "H", "H", "H", "H", "H", "H", "H", "H", "C", "C", "O", "C", "O", "O", "H", "H", "H", "H", "C", "C", "O", "C", "O", "O", "H", "H", "H", "H"], "xyz": [[-9.253, 48.875, 4.484], [-9.693, 49.890, 5.077], [-9.599, 48.638, 3.330], [-8.132, 48.452, 4.896], [-4.323, 43.788, 6.389], [-4.886, 44.624, 5.314], [-3.917, 45.404, 4.532], [-5.585, 43.591, 4.211], [-4.703, 42.599, 3.684], [-5.285, 41.473, 2.762], [-6.260, 45.561, 5.861], [-4.127, 42.102, 4.371], [-4.016, 43.058, 3.093], [-5.813, 42.017, 2.113], [-5.858, 40.722, 3.255], [-4.434, 40.751, 2.443], [-6.127, 46.064, 6.905], [-7.201, 45.072, 5.642], [-6.202, 46.319, 5.309], [-12.215, 48.776, 10.405], [-12.024, 47.801, 9.411], [-12.614, 48.003, 8.176], [-10.336, 47.684, 9.048], [-9.884, 48.875, 8.533], [-8.442, 48.729, 8.364], [-12.539, 46.276, 9.854], [-10.082, 49.559, 9.267], [-10.473, 49.309, 7.847], [-8.119, 49.777, 8.598], [-8.211, 48.249, 7.484], [-8.141, 48.048, 9.362], [-13.622, 46.264, 9.833], [-12.127, 46.185, 10.834], [-12.051, 45.535, 9.058], [-14.552, 47.671, 0.583], [-13.520, 47.926, 1.434], [-13.766, 48.310, 2.824], [-12.622, 46.604, 1.371], [-13.510, 45.460, 1.740], [-12.520, 44.114, 1.981], [-12.490, 49.076, 0.693], [-14.138, 45.361, 1.003], [-13.768, 45.902, 2.761], [-12.464, 43.546, 1.030], [-12.871, 43.471, 2.755], [-11.570, 44.511, 1.947], [-11.561, 49.030, 1.278], [-12.869, 50.078, 0.781], [-12.143, 48.596, -0.481], [-9.370, 46.170, 0.683], [-7.874, 46.475, 0.894], [-7.255, 45.318, 0.404], [-8.075, 44.401, 0.349], [-7.615, 43.229, 0.076], [-9.364, 44.733, 0.499], [-9.994, 46.647, -0.159], [-9.986, 46.402, 1.584], [-7.723, 46.662, 1.852], [-7.449, 47.379, 0.348], [-11.816, 46.589, 4.664], [-10.510, 46.203, 5.546], [-10.926, 45.021, 6.277], [-12.140, 44.667, 5.950], [-12.727, 43.660, 6.379], [-12.619, 45.517, 5.046], [-11.661, 46.700, 3.773], [-12.227, 47.583, 5.098], [-10.202, 46.946, 6.293], [-9.687, 46.021, 4.996]], "orbital_gap_ev": 8.179, "homo_energy_ev": -5.95, "max_force_ev_per_a": 13.238, "molar_mass_g_mol": 610.6, "charge": -1, "spin_multiplicity": 1, "relative_energy_ev": 1.537}



No. 4
{"formula": "C15H33BN4O7", "method": "wB97M-V/def2-TZVPD", "symbols": ["C", "C", "O", "C", "C", "O", "N", "C", "C", "N", "C", "O", "B", "O", "O", "H", "H", "H", "H", "H", "H", "H", "H", "H", "H", "H", "C", "O", "C", "C", "C", "N", "H", "H", "H", "H", "H", "H", "H", "H", "H", "H", "H", "C", "O", "C", "C", "C", "N", "H", "H", "H", "H", "H", "H", "H", "H", "H", "H", "H"], "xyz": [[-0.907, 1.388, 2.040], [-1.482, -0.096, 2.268], [-1.533, -0.930, 1.079], [-0.276, -0.963, 0.375], [-0.078, 0.041, -0.906], [-0.679, 1.138, -1.122], [0.910, -0.609, -1.796], [0.553, -2.065, -1.843], [-0.343, -2.360, -0.489], [0.484, -3.464, 0.144], [-0.268, -4.168, 0.987], [-1.115, -5.043, 1.320], [-1.781, -2.759, -1.169], [-2.135, -4.125, -1.553], [-2.813, -1.758, -1.491], [-1.544, 1.891, 1.211], [-1.082, 2.007, 3.000], [0.207, 1.399, 1.734], [-0.934, -0.599, 3.165], [-2.585, 0.032, 2.618], [0.708, -1.064, 0.955], [0.710, -0.201, -2.725], [1.535, -2.621, -1.641], [-0.105, -2.421, -2.735], [-3.113, -4.132, -1.679], [-2.532, -1.272, -2.309], [-1.988, 5.061, 3.508], [-2.742, 3.883, 3.270], [-4.062, 3.909, 3.805], [-5.095, 4.630, 2.915], [-4.997, 6.151, 2.979], [-4.990, 4.205, 1.513], [-2.224, 5.514, 4.475], [-2.151, 5.779, 2.701], [-0.930, 4.793, 3.500], [-4.365, 2.858, 3.886], [-4.060, 4.309, 4.827], [-6.091, 4.357, 3.282], [-4.143, 6.542, 2.421], [-5.892, 6.610, 2.550], [-4.913, 6.496, 4.015], [-5.151, 3.200, 1.465], [-4.012, 4.306, 1.238], [4.003, -1.248, -2.936], [3.796, -2.526, -2.358], [4.204, -3.619, -3.178], [5.711, -3.940, -3.107], [6.578, -2.968, -3.902], [6.189, -3.979, -1.719], [3.859, -1.255, -4.021], [5.001, -0.881, -2.687], [3.281, -0.557, -2.497], [3.658, -4.489, -2.798], [3.870, -3.473, -4.213], [5.856, -4.933, -3.548], [6.692, -2.002, -3.405], [7.584, -3.376, -4.035], [6.159, -2.791, -4.897], [5.671, -4.698, -1.216], [5.894, -3.111, -1.272]], "orbital_gap_ev": 9.529, "homo_energy_ev": -9.28, "max_force_ev_per_a": 7.823, "molar_mass_g_mol": 392.3, "spin_multiplicity": 1, "smiles": "CCO[C@@H]1C(=O)NC[C@]1(N=C=O)B(O)O.COC[C@@H](C)N.COC[C@@H](C)N"}